1.
DFT (ωB97M-V/def2-TZVPD) results for a cluster of 2 separate species, C6H17NO in total at a distorted geometry.

Each line ends with the natural charge from an NBO analysis.
Element x y z (Å)
C  1.770  -1.610  -0.825  -0.41
N  0.403  -1.166  -0.760  -0.64
C  0.231  0.297  -0.788  -0.07
C  -1.297  0.551  -0.575  -0.38
C  -1.727  0.868  0.864  -0.39
C  -1.475  -0.279  1.882  -0.66
C  0.718  0.957  -2.067  -0.64
H  1.871  -2.694  -0.790  0.21
H  2.298  -1.335  0.093  0.18
H  2.347  -1.265  -1.688  0.17
H  -0.215  -1.645  -1.398  0.36
H  0.657  0.621  0.160  0.19
H  -1.537  1.432  -1.180  0.20
H  -1.892  -0.270  -0.953  0.19
H  -1.186  1.768  1.164  0.19
H  -2.790  1.095  0.807  0.21
H  -0.679  -0.925  1.531  0.23
H  -2.402  -0.850  1.931  0.22
H  -1.428  0.182  2.870  0.21
H  1.314  1.861  -1.944  0.22
H  -0.088  1.328  -2.699  0.21
H  1.281  0.261  -2.688  0.21
H  1.810  -0.214  2.023  0.47
H  0.542  0.578  2.400  0.47
O  1.474  0.455  2.632  -0.94

Atoms 1-3, force components in eV/Å:
C 0.45 -0.52 0.33
N 0.11 0.11 0.31
C -1.94 -1.15 0.46

## Properties
**E_HOMO**: -0.3276 hartree
**LUMO**: 0.036 Eh
**Relative energy (zero: lowest compared OMol25 entry of this formula, charge and spin)**: 89.7 kJ/mol
**Net charge**: 0
**DFT total energy**: -10034.65293 eV
**Frontier orbital gap**: 9.9 eV



2.
DFT (ωB97M-V/def2-TZVPD) results for a cluster of 3 separate species, C2H10NO2S in total at a distorted geometry.

Each line ends with the natural charge from an NBO analysis.
Element x y z (Å)
C  -0.478  -0.623  -0.292  -0.24
C  -1.403  -1.660  0.419  -0.53
S  -0.842  -1.918  2.160  -0.74
N  0.941  -1.028  -0.370  -0.87
H  -0.538  0.283  0.326  0.17
H  -0.950  -0.360  -1.252  0.16
H  -1.391  -2.552  -0.160  0.16
H  -2.422  -1.275  0.483  0.18
H  0.827  -2.074  -0.441  0.36
H  1.365  -1.058  0.563  0.39
H  1.832  1.427  -2.415  0.45
H  1.693  0.144  -1.457  0.51
O  2.325  0.660  -2.050  -1.01
H  -0.255  4.105  1.561  0.45
H  -0.634  2.731  1.165  0.47
O  -0.071  3.199  1.763  -0.92

Atoms 1-3, force components in eV/Å:
C -1.04 0.37 1.41
C 0.97 1.48 1.11
S -0.02 -0.22 -0.42

## Properties
**E_HOMO**: -0.0976 hartree
**LUMO**: 0.117 Eh
**Relative energy (zero: lowest compared OMol25 entry of this formula, charge and spin)**: 63.4 kJ/mol
**Net charge**: -1
**DFT total energy**: -18657.31044 eV
**Frontier orbital gap**: 5.8 eV



3.
DFT (ωB97M-V/def2-TZVPD) results for a cluster of 2 separate species, C32H30N3O in total at a distorted geometry.

Each line ends with the natural charge from an NBO analysis.
Element x y z (Å)
C  -3.570  -0.670  2.902  -0.28
C  -2.958  -1.899  3.191  -0.21
C  -1.566  -1.990  3.217  -0.26
C  -0.769  -0.857  2.944  -0.06
C  0.688  -0.872  2.968  0.00
N  1.269  0.328  2.988  -0.39
C  2.405  0.728  2.515  -0.27
C  2.932  2.019  2.754  0.26
N  3.512  3.037  2.847  -0.46
C  1.487  -2.098  2.917  0.04
C  1.034  -3.234  2.210  -0.26
C  1.826  -4.377  2.119  -0.22
C  3.097  -4.397  2.707  -0.27
C  3.582  -3.261  3.370  -0.21
C  2.787  -2.120  3.462  -0.25
C  -1.403  0.367  2.653  -0.17
C  -2.792  0.464  2.616  -0.23
H  -4.658  -0.594  2.896  0.19
H  -3.556  -2.794  3.389  0.20
H  -1.084  -2.939  3.444  0.21
H  3.024  0.091  1.854  0.18
H  0.057  -3.203  1.727  0.22
H  1.430  -5.254  1.601  0.20
H  3.709  -5.298  2.651  0.20
H  4.575  -3.255  3.824  0.20
H  3.178  -1.231  3.956  0.22
H  -0.784  1.240  2.450  0.22
H  -3.247  1.423  2.360  0.20
C  -0.516  4.982  10.441  -0.39
N  0.513  5.341  9.488  -0.50
C  1.465  6.319  9.977  -0.39
C  0.369  5.096  8.117  0.17
C  -0.303  6.027  7.293  -0.24
C  -0.358  5.826  5.927  -0.21
C  0.277  4.701  5.316  -0.02
C  0.342  4.509  3.909  -0.07
C  0.392  5.539  2.950  -0.10
C  0.233  5.227  1.555  -0.13
C  0.357  6.154  0.560  -0.12
C  0.221  5.780  -0.877  -0.65
C  0.648  7.563  0.900  0.55
O  0.756  8.435  0.017  -0.63
C  0.818  7.889  2.325  -0.11
C  1.172  9.287  2.709  -0.65
C  0.681  6.910  3.269  -0.16
C  0.878  3.736  6.177  -0.18
C  0.925  3.924  7.540  -0.21
H  -1.254  4.328  9.963  0.21
H  -0.065  4.454  11.293  0.18
H  -1.023  5.878  10.834  0.17
H  2.131  6.617  9.160  0.21
H  0.952  7.207  10.377  0.17
H  2.063  5.878  10.787  0.18
H  -0.758  6.907  7.759  0.21
H  -0.878  6.558  5.308  0.22
H  0.422  3.486  3.539  0.24
H  0.033  4.185  1.293  0.22
H  0.423  6.646  -1.508  0.24
H  0.915  4.972  -1.139  0.22
H  -0.787  5.408  -1.093  0.21
H  1.283  9.905  1.817  0.24
H  0.409  9.731  3.360  0.21
H  2.110  9.307  3.279  0.22
H  0.832  7.195  4.310  0.21
H  1.341  2.865  5.711  0.24
H  1.400  3.196  8.204  0.22

Atoms 1-3, force components in eV/Å:
C -0.15 0.05 -0.09
C 0.26 0.40 -0.12
C -0.34 0.21 -0.14

## Properties
**E_HOMO**: -0.1021 hartree
**LUMO**: 0.042 Eh
**Relative energy (zero: lowest compared OMol25 entry of this formula, charge and spin)**: 13.0 kJ/mol
**Net charge**: -1
**DFT total energy**: -40187.59852 eV
**Frontier orbital gap**: 3.9 eV



4.
DFT (ωB97M-V/def2-TZVPD) results for a structure of composition C5H6AgO4 at a distorted geometry.

Each line ends with the natural charge from an NBO analysis.
Element x y z (Å)
C  -1.011  -1.190  -0.831  -0.41
C  0.168  -1.217  0.114  -0.07
O  0.802  0.080  0.035  -0.55
C  1.877  0.277  0.776  0.98
O  2.449  -0.527  1.457  -0.56
O  2.197  1.579  0.688  -0.77
Ag  0.591  2.922  -0.343  0.95
H  -1.474  -2.183  -0.836  0.26
H  -0.690  -0.941  -1.850  0.23
H  0.897  -1.989  -0.160  0.23
H  -0.251  -1.305  1.161  0.21
H  2.989  1.765  1.211  0.54
C  -2.061  -0.159  -0.307  -0.51
C  -1.886  1.114  -0.540  0.74
O  -1.630  2.234  -0.789  -0.58
H  -2.969  -0.462  0.215  0.30

Atoms 1-3, force components in eV/Å:
C -0.58 0.69 0.21
C -0.60 -0.32 1.01
O -0.17 0.56 -0.51

## Properties
**E_HOMO**: -0.4897 hartree
**LUMO**: -0.191 Eh
**Relative energy (zero: lowest compared OMol25 entry of this formula, charge and spin)**: 0.0 kJ/mol
**Net charge**: +1
**DFT total energy**: -17463.49725 eV
**Frontier orbital gap**: 8.1 eV



Copy entry 4 word for word.
DFT (ωB97M-V/def2-TZVPD) results for a structure of composition C5H6AgO4 at a distorted geometry.

Each line ends with the natural charge from an NBO analysis.
Element x y z (Å)
C  -1.011  -1.190  -0.831  -0.41
C  0.168  -1.217  0.114  -0.07
O  0.802  0.080  0.035  -0.55
C  1.877  0.277  0.776  0.98
O  2.449  -0.527  1.457  -0.56
O  2.197  1.579  0.688  -0.77
Ag  0.591  2.922  -0.343  0.95
H  -1.474  -2.183  -0.836  0.26
H  -0.690  -0.941  -1.850  0.23
H  0.897  -1.989  -0.160  0.23
H  -0.251  -1.305  1.161  0.21
H  2.989  1.765  1.211  0.54
C  -2.061  -0.159  -0.307  -0.51
C  -1.886  1.114  -0.540  0.74
O  -1.630  2.234  -0.789  -0.58
H  -2.969  -0.462  0.215  0.30

Atoms 1-3, force components in eV/Å:
C -0.58 0.69 0.21
C -0.60 -0.32 1.01
O -0.17 0.56 -0.51

## Properties
**E_HOMO**: -0.4897 hartree
**LUMO**: -0.191 Eh
**Relative energy (zero: lowest compared OMol25 entry of this formula, charge and spin)**: 0.0 kJ/mol
**Net charge**: +1
**DFT total energy**: -17463.49725 eV
**Frontier orbital gap**: 8.1 eV